Entry from the OMol25 dataset: C2H2F2LiNaO as an isolated structure in a non-equilibrium geometry (the ωB97M-V functional and the def2-TZVPD basis).

Element x y z (Å)
1 F 2.87930 -0.79319 0.44428
2 O 0.37742 0.43463 0.21400
3 Na 2.19159 1.03705 1.55952
4 Li 1.31772 -1.32119 -0.04098
5 C -1.60490 -0.24685 -0.08806
6 C -0.68571 0.74218 -0.48666
7 H -2.48017 -0.03617 -0.79914
8 F -1.28898 -1.45406 0.31528
9 H -0.70626 1.63761 -1.11826

ΔE to the lowest compared entry with this formula, charge and spin	0.0	kJ/mol
molecular weight	109.96	Da
E_LUMO (alpha / beta)	-4.35 / -6.81	eV
expectation value of S²	0.76
2S+1	2
total charge	+1
DFT total energy	-14204.06191	eV